1.
{"formula": "C35H46N6O3P2Pb", "method": "ωB97M-V/def2-TZVPD", "spin_multiplicity": 1, "homo_ha": [-0.4334, -0.4334], "e_lumo_ev": [-9.4, -10.0], "energy_ha": -2790.360289, "fmax_ev_per_a": 3.56, "relative_energy_kj_mol": 0.0, "homo_lumo_gap_ev": [2.378, 1.817], "total_charge": 2, "elements": ["Pb", "C", "C", "C", "C", "C", "C", "C", "C", "C", "H", "H", "H", "H", "H", "H", "H", "H", "H", "H", "H", "H", "H", "H", "H", "P", "P", "N", "N", "N", "N", "C", "C", "C", "C", "C", "C", "C", "C", "C", "C", "C", "C", "C", "C", "C", "C", "C", "C", "H", "H", "H", "H", "H", "H", "H", "H", "H", "H", "H", "H", "H", "H", "H", "H", "H", "H", "H", "H", "C", "C", "C", "C", "C", "C", "O", "N", "C", "O", "N", "C", "O", "H", "H", "H", "H", "H", "H", "H", "H", "H", "H", "H"], "xyz": [[2.13053, -0.41651, 0.86525], [-1.99725, -1.71445, -0.87138], [-1.11662, -1.75565, -1.87701], [-1.14526, -0.98521, -3.16407], [-0.44036, 0.39678, -3.16178], [-0.85788, 1.34925, -2.08568], [-1.99106, 1.30950, -1.37872], [-3.18446, 0.44004, -1.61481], [-3.20298, -0.84433, -0.75062], [1.64352, 1.70666, 1.16921], [-1.84551, -2.38488, -0.01580], [-0.24051, -2.41925, -1.77813], [-2.15544, -0.88960, -3.58578], [-0.57358, -1.59693, -3.87718], [0.64628, 0.23169, -3.08134], [-0.59872, 0.86151, -4.15309], [-0.14177, 2.15612, -1.89007], [-2.09766, 1.99446, -0.52792], [-3.32965, 0.18256, -2.66838], [-4.06457, 1.02566, -1.30927], [-3.30730, -0.53844, 0.30190], [-4.10855, -1.42751, -0.99441], [1.46795, 1.98082, 2.21838], [0.71869, 1.74775, 0.59337], [2.41199, 2.33845, 0.71188], [-0.00231, 1.83165, -8.35551], [0.20934, -1.27753, -8.12833], [-1.27954, 3.00566, -8.11474], [0.92603, 2.91051, -9.43767], [-1.39269, -1.94476, -7.76818], [0.86878, -2.79795, -8.68963], [-0.85247, 0.82578, -9.66590], [-0.21109, -0.56828, -9.79256], [-1.88456, 3.22957, -6.86791], [-2.98059, 4.05891, -7.04906], [-3.06897, 4.35849, -8.45085], [-2.02604, 3.69237, -9.07855], [2.22166, 3.33792, -9.11294], [2.76620, 3.98634, -10.21272], [1.78406, 3.96486, -11.25610], [0.67324, 3.30150, -10.75481], [-1.91339, -1.92867, -6.46912], [-3.24312, -2.32770, -6.50609], [-3.56937, -2.58684, -7.87636], [-2.42339, -2.34070, -8.62110], [0.28865, -3.79868, -9.48120], [1.28327, -4.66982, -9.90243], [2.52814, -4.18164, -9.37451], [2.25395, -3.03763, -8.64808], [-0.82454, 1.32428, -10.64475], [-1.90930, 0.74567, -9.36641], [-0.87208, -1.22906, -10.37107], [0.75069, -0.51213, -10.32953], [-1.46909, 2.76666, -5.98714], [-3.66242, 4.40198, -6.28088], [-3.81188, 4.97339, -8.94188], [-1.76721, 3.65066, -10.12335], [2.62315, 3.12572, -8.13495], [3.75283, 4.42147, -10.27643], [1.87793, 4.37264, -12.25195], [-0.26059, 3.07247, -11.24822], [-1.27872, -1.63164, -5.65399], [-3.90673, -2.42085, -5.65353], [-4.52614, -2.91055, -8.26700], [-2.26636, -2.42247, -9.68730], [-0.77072, -3.81305, -9.67818], [1.14004, -5.54769, -10.51675], [3.50313, -4.62693, -9.52457], [2.89074, -2.35624, -8.10695], [1.55422, -2.08603, 5.24922], [0.58017, -0.92359, 5.33946], [-0.64867, -0.96622, 4.39290], [-1.54818, -2.20734, 4.63845], [-1.06149, -3.58482, 4.23023], [-1.55636, 0.24866, 4.75274], [-1.93595, 0.49997, 5.88464], [-1.95321, 1.04356, 3.70497], [-1.59120, 0.96493, 2.36145], [-2.07979, 1.77448, 1.57652], [-0.67193, 0.00110, 2.04019], [-0.17705, -0.82686, 2.92997], [0.82419, -1.54554, 2.54745], [1.25880, -2.90404, 5.91694], [2.55164, -1.74289, 5.54831], [1.61863, -2.45365, 4.22011], [0.18225, -0.85302, 6.36137], [1.10884, 0.02432, 5.14322], [-1.73953, -2.20791, 5.72393], [-2.51892, -2.01535, 4.15268], [-0.09889, -3.83926, 4.68297], [-1.80207, -4.31271, 4.58653], [-0.99675, -3.69375, 3.14156], [-2.61261, 1.79286, 3.91489]]}

2.
{"formula": "C35H47BF7N7OP2", "method": "ωB97M-V/def2-TZVPD", "spin_multiplicity": 1, "homo_ha": -0.2999, "e_lumo_ev": -1.1, "energy_ha": -3226.971527, "fmax_ev_per_a": 0.72, "smiles": "CCP(C)B(P(C)O)C(F)(F)C(F)(F)C(F)(F)F.c1cc[nH]c1.c1cc[nH]c1.c1cc[nH]c1.c1cc[nH]c1.c1cc[nH]c1.c1cc[nH]c1.c1cc[nH]c1", "homo_lumo_gap_ev": 7.048, "elements": ["C", "C", "P", "C", "B", "P", "C", "O", "C", "F", "F", "C", "F", "F", "C", "F", "F", "F", "H", "H", "H", "H", "H", "H", "H", "H", "H", "H", "H", "H", "C", "C", "C", "N", "C", "H", "H", "H", "H", "H", "C", "C", "C", "N", "C", "H", "H", "H", "H", "H", "C", "C", "C", "N", "C", "H", "H", "H", "H", "H", "C", "C", "C", "N", "C", "H", "H", "H", "H", "H", "C", "C", "C", "N", "C", "H", "H", "H", "H", "H", "C", "C", "C", "N", "C", "H", "H", "H", "H", "H", "C", "C", "C", "N", "C", "H", "H", "H", "H", "H"], "xyz": [[2.11658, 1.94213, 0.09210], [2.10076, 0.61547, 0.86742], [1.29905, -0.71762, -0.12496], [1.64111, -2.26885, 0.84111], [-0.61464, -0.55800, 0.13384], [-1.53354, -0.77328, -1.47072], [-1.45151, 0.82459, -2.33560], [-3.16494, -0.88314, -1.20640], [-1.32350, -0.40590, 1.57433], [-2.53631, -1.04694, 1.66916], [-0.53665, -0.98292, 2.55958], [-1.57681, 1.07432, 1.98121], [-0.66420, 1.88829, 1.39422], [-2.80007, 1.44149, 1.53393], [-1.51738, 1.34498, 3.50534], [-1.92957, 2.58699, 3.75443], [-2.28705, 0.50051, 4.17908], [-0.25368, 1.23302, 3.90836], [2.55869, 1.78040, -0.89682], [2.69962, 2.69864, 0.62719], [1.11079, 2.33611, -0.06159], [3.13841, 0.30296, 1.03103], [1.65639, 0.74202, 1.86229], [0.79383, -2.94548, 0.69953], [2.55552, -2.71890, 0.45663], [1.71353, -2.05093, 1.90902], [-0.40814, 1.12539, -2.46510], [-1.86449, 0.66585, -3.33582], [-2.00521, 1.60499, -1.81162], [-3.38000, -1.78756, -0.94272], [-2.35859, -4.15471, 2.13767], [-3.58724, -4.70147, 1.66942], [-3.53328, -6.05738, 1.86259], [-2.32788, -6.34759, 2.43355], [-1.60509, -5.19968, 2.60519], [-2.06712, -3.12081, 2.12875], [-4.41312, -4.16012, 1.23581], [-4.24538, -6.83308, 1.64016], [-2.01506, -7.26846, 2.68068], [-0.62086, -5.22200, 3.04080], [-1.32076, -6.31346, -2.99674], [-0.11118, -6.07875, -2.28839], [-0.43652, -5.40378, -1.14112], [-1.79074, -5.22218, -1.12931], [-2.33801, -5.77323, -2.25437], [-1.43064, -6.82067, -3.94062], [0.88147, -6.37174, -2.58690], [0.17708, -5.04076, -0.33422], [-2.30521, -4.76173, -0.39647], [-3.39969, -5.73673, -2.43033], [6.57459, -1.01441, -0.93145], [7.63893, -0.10725, -0.67528], [7.18934, 0.80086, 0.24457], [5.89502, 0.47698, 0.55313], [5.51339, -0.62863, -0.15822], [6.58789, -1.85356, -1.60633], [8.62108, -0.12078, -1.11684], [7.67739, 1.64403, 0.70296], [5.31151, 0.97323, 1.20072], [4.52589, -1.04414, -0.05348], [3.51355, -0.63959, 4.72984], [2.51984, 0.30240, 5.11676], [2.92454, 1.53116, 4.67334], [4.12891, 1.36791, 4.03723], [4.49304, 0.04637, 4.06403], [3.50678, -1.70022, 4.91694], [1.60777, 0.09664, 5.65080], [2.46087, 2.50038, 4.75114], [4.66167, 2.10115, 3.60765], [5.41154, -0.28865, 3.61158], [-4.07952, 4.78271, -3.99018], [-4.15792, 4.23059, -5.29835], [-4.14838, 2.86729, -5.16595], [-4.06579, 2.57662, -3.83267], [-4.02545, 3.73633, -3.10812], [-4.06599, 5.82729, -3.72816], [-4.21612, 4.77179, -6.22783], [-4.19444, 2.08299, -5.90203], [-4.04392, 1.65111, -3.44469], [-3.96438, 3.71911, -2.03316], [7.20989, 5.85061, 4.06713], [6.85954, 6.24693, 5.38643], [5.93581, 5.35057, 5.85212], [5.71413, 4.42893, 4.86608], [6.48711, 4.72599, 3.77493], [7.91180, 6.33570, 3.41009], [7.24342, 7.09336, 5.93031], [5.42147, 5.28888, 6.79546], [5.07830, 3.65666, 4.93519], [6.45999, 4.11688, 2.88662], [-7.85120, 0.00282, -7.79253], [-6.74068, 0.76850, -7.34210], [-7.22150, 1.72264, -6.48470], [-8.57712, 1.56277, -6.40327], [-8.96984, 0.51804, -7.19494], [-7.82988, -0.82860, -8.47686], [-5.70831, 0.63268, -7.61938], [-6.71781, 2.49662, -5.93092], [-9.19053, 2.12859, -5.84723], [-10.00496, 0.23146, -7.26503]]}